Entry from the Open Molecules 2025 dataset: an isolated ion of composition C24H33ClN7O and charge +1 at a distorted geometry (the ωB97M-V functional and the def2-TZVPD basis).

Each line ends with the Mulliken charge.
Geometry (Å):
C1 3.27 2.88 -2.92  -1.2619
C2 2.33 2.69 -1.79  0.4700
N1 1.23 3.36 -1.61  -1.5046
N2 0.69 2.87 -0.48  0.9372
C3 -0.48 3.21 0.09  1.3806
C4 -1.29 4.25 -0.59  -1.7540
C5 -0.82 2.53 1.25  0.5982
C6 -2.17 2.74 1.88  -1.8501
C7 -3.08 1.51 1.73  -0.8792
C8 -3.10 0.95 0.31  0.6004
O1 -2.39 1.37 -0.58  -0.6660
N3 -3.96 -0.07 0.14  -0.0517
C9 -4.08 -0.76 -1.14  -1.2813
C10 -2.84 -1.61 -1.43  -0.0959
C11 -2.68 -2.80 -0.47  -1.1512
N4 -1.33 -3.08 -0.03  0.0294
C12 -0.40 -3.39 -1.09  -0.1874
C13 0.89 -3.93 -0.46  -1.4914
N5 1.46 -2.97 0.46  0.0937
C14 2.45 -2.10 0.10  1.1863
C15 2.91 -1.99 -1.23  -0.6532
C16 3.95 -1.14 -1.55  -0.7604
C17 4.56 -0.34 -0.58  -1.0243
C18 4.13 -0.48 0.73  0.1507
Cl1 4.88 0.48 1.97  -0.1924
C19 3.10 -1.32 1.07  -0.3185
C20 0.51 -2.67 1.50  -1.5163
C21 -0.78 -2.11 0.89  -0.1777
C22 0.10 1.60 1.79  1.2107
C23 -0.09 0.92 3.10  -1.5218
N6 1.23 1.28 1.17  -0.2516
C24 1.48 1.89 0.05  0.3376
N7 2.53 1.77 -0.80  0.1267
H1 2.88 3.64 -3.59  0.3616
H2 3.39 1.94 -3.46  0.3140
H3 4.24 3.19 -2.54  0.3169
H4 -1.61 5.03 0.10  0.4389
H5 -0.70 4.69 -1.39  0.3617
H6 -2.17 3.78 -1.02  0.3196
H7 -2.06 2.95 2.95  0.3100
H8 -2.66 3.59 1.41  0.4735
H9 -4.10 1.79 2.01  0.6328
H10 -2.77 0.71 2.40  0.3304
H11 -4.52 -0.39 0.91  0.3042
H12 -4.98 -1.37 -1.11  0.4497
H13 -4.18 0.00 -1.92  0.3675
H14 -1.97 -0.96 -1.36  0.2257
H15 -2.90 -1.96 -2.46  0.4759
H16 -3.06 -3.71 -0.93  0.3921
H17 -3.27 -2.63 0.44  0.4733
H18 -0.16 -2.50 -1.70  0.2586
H19 -0.85 -4.15 -1.74  0.5590
H20 1.61 -4.22 -1.22  0.5682
H21 0.63 -4.82 0.12  0.3862
H22 2.46 -2.56 -2.02  0.2987
H23 4.29 -1.09 -2.57  0.4434
H24 5.41 0.28 -0.83  0.4824
H25 2.83 -1.41 2.11  0.6304
H26 0.92 -1.94 2.20  0.2883
H27 0.28 -3.59 2.04  0.4216
H28 -0.55 -1.14 0.40  0.0543
H29 -1.51 -1.93 1.68  0.6245
H30 -0.56 1.58 3.83  0.4538
H31 0.87 0.59 3.47  0.4333
H32 -0.72 0.03 2.99  0.1296
H33 3.29 1.08 -0.71  -0.1109

Energy relative to the best compared isomer or geometry (same formula, charge and spin) (kcal/mol): 0.00
Gap between HOMO and LUMO (eV): 7.43
HOMO energy (eV): -10.335
Charge: +1
SMILES: Cc1nn2c(C)c(CCC(=O)NCCCN3CCN(c4cccc(Cl)c4)CC3)c(C)nc2[nH+]1

=====

Entry from the Open Molecules 2025 dataset: C24H33CoF6N7O8PS2 as an isolated structure at a distorted geometry (the ωB97M-V functional and the def2-TZVPD basis).

Each line ends with the Löwdin spin population.
Geometry (Å):
Co1 0.92 -0.09 0.43  2.7220
C1 -1.60 2.21 -2.41  0.0019
C2 -0.91 0.99 -1.85  0.0353
N1 -0.50 1.01 -0.59  0.2565
N2 -0.84 2.04 0.20  0.0141
C3 -0.04 2.23 1.21  0.0702
O1 1.08 1.60 1.33  0.1123
C4 -0.45 3.15 2.27  0.0025
C5 -1.68 3.80 2.22  0.0121
C6 -2.06 4.62 3.27  -0.0007
C7 -1.23 4.79 4.36  0.0136
C8 -0.01 4.13 4.42  -0.0010
C9 0.39 3.32 3.38  0.0122
C10 -0.72 -0.13 -2.68  0.1694
C11 -1.27 -0.19 -3.99  0.0230
C12 -1.37 -1.35 -4.69  0.0949
C13 -0.88 -2.54 -4.11  0.0757
C14 -0.21 -2.46 -2.93  0.0319
N3 -0.06 -1.29 -2.26  0.1658
H1 -1.72 2.92 -1.61  -0.0001
H2 -2.57 1.95 -2.82  -0.0003
H3 -0.99 2.67 -3.19  0.0012
H4 -2.31 3.63 1.36  0.0007
H5 -3.01 5.13 3.23  -0.0004
H6 -1.54 5.43 5.17  0.0009
H7 0.64 4.27 5.28  -0.0004
H8 1.33 2.80 3.39  0.0012
H9 -1.63 0.73 -4.42  -0.0001
H10 -1.80 -1.37 -5.67  0.0048
H11 -0.97 -3.49 -4.62  0.0042
H12 0.29 -3.30 -2.47  0.0023
C15 2.70 -3.52 1.60  0.0003
O2 2.96 -2.91 0.34  0.0045
C16 2.99 -1.57 0.37  0.0103
O3 2.66 -0.89 1.32  0.0153
H13 2.52 -4.57 1.38  0.0000
H14 1.84 -3.05 2.08  0.0001
H15 3.57 -3.41 2.24  0.0001
F1 4.08 -4.33 -2.34  0.0003
C17 4.46 -3.02 -2.30  0.0036
F2 5.26 -2.91 -1.22  0.0006
F3 5.19 -2.80 -3.38  0.0009
S1 2.72 -2.08 -2.14  0.0085
O4 0.90 -1.28 -1.30  0.0775
O5 2.71 -1.24 -3.30  0.0007
N4 3.38 -1.10 -0.86  0.0050
S2 4.44 0.12 -1.16  0.0008
O6 5.37 -0.30 -2.13  0.0003
O7 4.89 0.68 0.06  0.0002
C18 3.34 1.43 -1.99  0.0006
F4 2.07 1.25 -1.63  0.0105
F5 3.42 1.40 -3.30  0.0003
F6 3.72 2.63 -1.57  0.0001
C19 -2.18 0.55 3.78  0.0004
N5 -1.86 -0.84 4.03  0.0009
C20 -2.15 -1.30 5.36  0.0002
P1 -0.87 -1.71 3.00  0.0036
O8 -0.47 -0.93 1.81  0.0269
N6 -1.68 -3.14 2.65  0.0015
C21 -3.12 -3.25 2.75  0.0001
C22 -1.15 -3.87 1.51  0.0000
N7 0.49 -2.28 3.82  -0.0001
C23 1.38 -1.22 4.26  -0.0001
C24 0.47 -3.43 4.69  0.0000
H16 -3.26 0.70 3.88  0.0000
H17 -1.87 0.81 2.77  0.0004
H18 -1.68 1.21 4.49  0.0001
H19 -3.21 -1.18 5.58  0.0000
H20 -1.59 -0.73 6.12  0.0000
H21 -1.88 -2.36 5.45  0.0000
H22 -3.48 -2.62 3.56  0.0000
H23 -3.38 -4.29 2.96  0.0001
H24 -3.62 -2.95 1.82  0.0000
H25 -0.09 -3.64 1.40  -0.0001
H26 -1.66 -3.61 0.59  0.0002
H27 -1.27 -4.95 1.69  0.0000
H28 1.39 -0.42 3.52  -0.0001
H29 2.39 -1.63 4.35  0.0000
H30 1.08 -0.82 5.24  0.0000
H31 -0.31 -4.11 4.37  0.0000
H32 0.31 -3.15 5.74  0.0000
H33 1.44 -3.93 4.61  0.0000

Energy relative to the best compared isomer or geometry (same formula, charge and spin) (kcal/mol): 86.28
Gap between HOMO and LUMO (alpha / beta) (eV): 5.72 / 7.33
HOMO energy (alpha / beta) (eV): -5.462 / -7.341
2S+1: 5

=====

Entry from the Open Molecules 2025 dataset: C24H33CrN2O5P2S as an isolated structure at a distorted geometry (the ωB97M-V functional and the def2-TZVPD basis).

Each line ends with the Löwdin spin population.
Geometry (Å):
C1 3.46 -0.19 2.32  -0.0036
C2 2.45 0.25 1.46  0.0123
N1 1.68 -0.64 0.79  0.0046
C3 1.86 -1.97 1.02  0.0017
C4 2.81 -2.43 1.92  -0.0034
C5 3.63 -1.54 2.61  0.0087
C6 2.21 1.75 1.31  -0.0001
P1 0.94 2.14 0.09  0.0319
Cr1 0.00 0.00 -0.34  3.2742
P2 0.19 -2.47 -1.26  -0.1972
C7 0.95 -2.96 0.32  -0.0824
C8 -0.95 1.10 -1.95  -0.0343
C9 -2.09 1.85 -1.71  0.0010
C10 -2.92 2.23 -2.78  -0.0044
C11 -2.63 1.84 -4.11  0.0029
C12 -1.46 1.11 -4.33  -0.0057
C13 -0.62 0.76 -3.26  -0.0016
O1 6.93 1.75 -1.47  0.0000
O2 3.60 -0.68 -3.61  0.0013
H1 4.06 0.60 2.76  -0.0005
H2 2.89 -3.49 2.11  -0.0019
H3 4.40 -1.86 3.31  0.0005
C14 -0.05 3.33 1.06  0.0051
C15 1.64 3.03 -1.30  0.0122
H4 1.57 -3.85 0.12  -0.0171
H5 0.16 -3.29 1.02  -0.0010
H6 3.13 2.35 1.20  -0.0003
H7 1.80 2.10 2.29  -0.0001
C16 -1.42 -3.30 -1.51  -0.0102
C17 1.32 -2.88 -2.64  -0.0064
H8 -2.35 2.17 -0.70  0.0007
H9 -3.82 2.83 -2.60  -0.0006
H10 -3.30 2.12 -4.94  0.0002
H11 -1.20 0.80 -5.35  -0.0006
H12 0.31 0.22 -3.45  0.0045
H13 4.14 -0.01 -3.15  0.0001
H14 4.21 -0.91 -4.34  0.0001
H15 6.30 1.03 -1.38  0.0000
H16 6.73 2.28 -0.68  0.0000
H17 -0.49 -1.19 -1.65  -0.0953
H18 0.55 4.24 1.22  -0.0001
H19 -0.98 3.58 0.53  0.0001
H20 -0.28 2.87 2.03  0.0001
H21 1.83 4.08 -1.03  0.0014
H22 2.58 2.53 -1.59  0.0013
H23 0.91 2.98 -2.13  0.0002
H24 1.40 -3.98 -2.74  -0.0025
H25 0.88 -2.43 -3.56  -0.0003
H26 2.31 -2.41 -2.47  -0.0029
H27 -1.32 -4.35 -1.83  0.0010
H28 -2.00 -3.19 -0.58  -0.0013
H29 -1.92 -2.72 -2.32  -0.0020
O3 -3.11 -0.80 -0.28  0.0203
C18 -2.69 -0.54 0.90  0.0207
N2 -1.34 -0.34 1.16  0.0452
S1 -1.04 -0.42 2.83  0.0105
O4 -0.55 -1.73 3.21  0.0007
O5 -0.39 0.79 3.29  0.0014
C19 -2.75 -0.35 3.25  0.0041
C20 -3.34 -0.16 4.51  0.0003
C21 -4.73 -0.08 4.64  0.0027
C22 -5.53 -0.17 3.50  0.0002
C23 -4.93 -0.36 2.24  0.0027
C24 -3.53 -0.43 2.12  0.0011
H30 -2.71 -0.07 5.39  -0.0001
H31 -5.21 0.08 5.61  0.0002
H32 -6.61 -0.10 3.58  0.0000
H33 -5.54 -0.43 1.35  0.0001

Gap between HOMO and LUMO (alpha / beta) (eV): 6.21 / 4.58
HOMO energy (alpha / beta) (eV): -6.380 / -4.762
2S+1: 4